Molecular formula: C5H9N2
Method: DFT, ωB97M-V/def2-TZVPD

Each line ends with the Mulliken charge.
CARTESIAN COORDINATES (ANGSTROEM)
C  -0.10  -1.67  1.41  -0.85
C  -1.52  0.24  0.38  -0.71
C  -0.30  -0.17  1.22  0.21
C  0.43  -0.48  -0.04  0.60
C  1.81  0.31  -0.61  -0.99
N  0.43  -1.87  0.28  -0.25
N  -0.76  -0.01  -0.88  -0.28
H  -0.33  -2.27  2.19  0.53
H  -2.54  -0.39  0.58  0.31
H  -1.82  1.26  0.46  0.31
H  0.17  0.51  1.86  0.32
H  2.52  0.23  0.20  0.36
H  1.41  1.27  -1.06  0.32
H  2.16  -0.39  -1.50  0.32
H  -1.16  -0.71  -1.58  0.40
H  -0.75  0.83  -1.59  0.42

Results
* relative energy (zero: lowest compared OMol25 entry of this formula, charge and spin): 85.7 kcal per mole
* orbital gap (alpha / beta): 6.6827 / 8.4945 eV
* HOMO energy (alpha / beta): -10.3 / -15.7 eV
* ⟨S²⟩: 2.01
* total charge: +1
* 2S+1: 3
* molar mass: 97.14 g/mol